10
Properties=species:S:1:pos:R:3:forces:R:3 method="wB97M-V/def2-TZVPD" max_force_ev_per_a=2.50 total_energy_ev=-7631.715 orbital_gap_ev=7.72 e_above_lowest_kcal_mol=90.5
N -0.765230 -0.418052 -0.061573 0.211 2.488 -0.078
N 0.245788 0.149778 0.469939 -0.777 -2.303 0.050
N -1.949518 -0.108161 0.400214 -0.071 -0.653 0.793
C 1.678534 0.062074 -0.741911 -0.032 -0.816 -1.633
O 2.681511 -0.446865 -0.273796 0.458 -0.084 0.306
H 1.632411 1.138482 -0.999642 -0.042 0.195 0.301
H 0.321565 0.143931 1.499618 -0.683 1.022 -0.153
H -2.065662 0.488037 1.216053 0.064 -0.122 -0.126
H -2.751639 -0.481629 -0.080654 0.174 -0.176 0.069
H 0.972240 -0.527596 -1.428249 0.698 0.449 0.470


11
Properties=species:S:1:pos:R:3:forces:R:3 method="wB97M-V/def2-TZVPD" max_force_ev_per_a=5.74 total_energy_ev=-9675.437 orbital_gap_ev=8.80 e_above_lowest_kcal_mol=162.2
N -0.418754 -1.008186 0.314727 2.535 5.040 1.036
N 0.967560 0.022911 0.594461 -0.292 -0.196 0.630
C -0.653541 0.303012 0.044231 2.344 -1.625 -1.241
N 2.023162 0.569282 -0.142772 0.022 -0.444 -0.186
O -2.123699 -0.651580 -0.442295 -4.289 -1.405 -1.409
O -0.809689 1.409624 -0.402151 -0.278 -1.730 1.244
H -2.829454 -0.552369 0.213752 -0.044 -0.332 -0.183
H -1.149075 -1.679099 -0.277506 -0.405 1.354 -0.213
H 0.939123 0.277513 1.572772 0.647 -0.537 0.113
H 1.717729 1.407325 -0.634598 -0.380 -0.112 -0.039
H 2.336636 -0.098432 -0.840621 0.140 -0.015 0.249


14
Properties=species:S:1:pos:R:3:forces:R:3 method="wB97M-V/def2-TZVPD" max_force_ev_per_a=4.01 total_energy_ev=-24611.759 orbital_gap_ev=9.32 e_above_lowest_kcal_mol=0.0
C 1.435249 0.310837 -1.178161 1.419 -0.923 -1.461
N 1.422444 -1.010312 -0.866974 -2.178 3.340 0.424
N 0.218050 0.892329 -0.684331 -0.958 -0.075 -0.160
N 0.098783 2.076483 -0.479462 0.493 2.083 1.096
O -1.951900 -0.108698 2.258379 2.885 0.527 1.638
O 2.175784 0.920630 -1.927492 -0.422 -0.207 0.863
O -1.951086 -0.679145 -0.073956 1.583 0.480 0.274
O -0.043030 -1.298390 1.308378 -0.157 0.332 1.217
S -1.497923 -1.309878 1.346499 -1.261 -0.804 -2.321
H 0.860480 -1.147855 -0.030698 0.189 -0.983 0.033
H 2.184597 -1.525514 -1.093761 2.590 -1.836 -0.613
H -1.138367 -0.036581 -0.363635 -1.381 -0.949 0.285
H 0.998517 2.676421 -0.463216 -0.722 -1.323 -0.744
H -2.811599 0.239673 2.248431 -2.081 0.338 -0.531


11
Properties=species:S:1:pos:R:3:forces:R:3 method="wB97M-V/def2-TZVPD" smiles=O[C@H]1NNSN1 max_force_ev_per_a=4.04 total_energy_ev=-18468.392 orbital_gap_ev=9.43 e_above_lowest_kcal_mol=47.1
O 1.840669 -0.743888 -0.174055 -1.082 -0.648 -1.047
C 0.585967 -0.444733 0.435380 0.756 -0.720 -0.073
N 0.302655 0.937150 0.359798 -1.889 3.568 0.025
N -0.854534 1.003028 -0.516245 0.551 -1.215 0.038
S -1.917238 -0.233998 0.114486 -0.539 0.647 0.372
N -0.597856 -1.202470 -0.101685 1.251 -1.419 -1.787
H 1.785769 -0.796328 -1.168604 -0.233 0.297 1.552
H 0.687342 -0.670924 1.477994 0.318 -0.637 0.451
H 0.089119 1.501444 1.253303 0.517 -1.938 -1.464
H -1.345623 1.837803 -0.510896 -0.438 2.544 0.187
H -0.576272 -1.187086 -1.169471 0.789 -0.478 1.745